Entry from the OMol25 dataset: a structure of composition C53H54F5O6PRhS in a non-equilibrium geometry (ωB97M-V with the def2-TZVPD basis set).

Last column: Löwdin charge in e.
Atoms and positions in Å:
Rh: -0.4536 0.0260 -0.1284  0.80
C: 5.8478 -3.8526 1.3444  0.02
C: 5.0316 -3.4063 0.1262  -0.57
C: 5.6894 -3.8984 -1.1703  0.02
O: 3.7110 -3.9216 0.2076  -0.01
C: 2.8086 -2.8355 0.3158  -0.16
C: 3.6183 -1.6671 -0.2377  -0.16
O: 4.9414 -1.9961 0.1352  0.00
C: 3.0553 -0.3076 0.2719  -0.43
O: 1.8454 -0.1683 -0.3162  -0.21
C: 3.0539 -0.3103 1.7958  -0.15
C: 1.8722 -0.1447 2.5020  -0.03
C: 1.8709 -0.1628 3.8862  -0.08
C: 3.0511 -0.3731 4.5785  -0.10
C: 4.2346 -0.5455 3.8797  -0.08
C: 4.2418 -0.4995 2.4979  -0.04
C: 3.9155 0.8471 -0.2648  -0.11
C: 4.3291 1.8883 0.5526  -0.03
C: 5.0727 2.9365 0.0358  -0.09
C: 5.3964 2.9648 -1.3086  -0.11
C: 4.9340 1.9603 -2.1400  -0.08
C: 4.1841 0.9175 -1.6260  -0.01
C: 1.4589 -3.0639 -0.4283  -0.44
O: 0.5610 -2.1139 -0.0570  -0.22
C: 1.7583 -3.1348 -1.9253  -0.15
C: 1.5263 -2.0345 -2.7428  -0.05
C: 1.7857 -2.1115 -4.0993  -0.08
C: 2.2918 -3.2755 -4.6501  -0.11
C: 2.5529 -4.3633 -3.8333  -0.09
C: 2.2900 -4.2960 -2.4773  -0.04
C: 0.8398 -4.4000 0.0148  -0.13
C: 1.1636 -5.0014 1.2229  -0.02
C: 0.5491 -6.1799 1.6105  -0.09
C: -0.3977 -6.7801 0.7985  -0.11
C: -0.7338 -6.1795 -0.4037  -0.09
C: -0.1341 -4.9932 -0.7853  -0.05
H: 5.8877 -4.9378 1.3764  0.08
H: 5.3764 -3.4811 2.2509  0.08
H: 6.8527 -3.4477 1.2682  0.08
H: 5.7222 -4.9835 -1.1618  0.09
H: 6.6963 -3.4957 -1.2355  0.08
H: 5.1131 -3.5628 -2.0286  0.08
H: 2.5941 -2.6402 1.3789  0.16
H: 3.5480 -1.6772 -1.3320  0.14
H: 0.9424 -0.0057 1.9491  0.07
H: 0.9461 -0.0117 4.4233  0.10
H: 3.0563 -0.3942 5.6598  0.09
H: 5.1604 -0.7103 4.4150  0.10
H: 5.1697 -0.6146 1.9599  0.12
H: 4.0738 1.8889 1.6006  0.11
H: 5.3799 3.7390 0.6909  0.10
H: 5.9916 3.7741 -1.7067  0.09
H: 5.1382 1.9931 -3.2012  0.10
H: 3.7897 0.1662 -2.2912  0.11
H: 1.1578 -1.1159 -2.3007  0.10
H: 1.5843 -1.2581 -4.7293  0.10
H: 2.4961 -3.3310 -5.7108  0.09
H: 2.9559 -5.2727 -4.2579  0.10
H: 2.4971 -5.1470 -1.8427  0.12
H: 1.9163 -4.5690 1.8593  0.11
H: 0.8177 -6.6360 2.5520  0.10
H: -0.8702 -7.7048 1.1011  0.09
H: -1.4613 -6.6468 -1.0533  0.10
H: -0.4161 -4.5358 -1.7222  0.12
C: -4.0654 -1.1772 -2.4691  -0.13
C: -2.9557 -1.8409 -1.6624  -0.51
C: -1.6462 -1.7662 -2.4414  -0.17
P: -2.5981 -1.1505 0.0570  1.07
C: -2.2409 -2.7658 0.9488  -0.52
C: -3.3941 -3.7530 1.1147  -0.10
C: -1.5115 -2.5257 2.2708  -0.11
C: -4.3218 -0.7482 0.7070  -0.50
C: -4.9869 0.4881 0.0998  -0.11
C: -4.2620 -0.5395 2.2192  -0.11
H: -4.1259 -1.6515 -3.4494  0.08
H: -3.8316 -0.1266 -2.6232  0.02
H: -5.0356 -1.2714 -1.9933  0.07
H: -3.2054 -2.8998 -1.5263  0.10
H: -1.3783 -0.7258 -2.6397  0.01
H: -1.7249 -2.2813 -3.3982  0.09
H: -0.8485 -2.2265 -1.8648  0.03
H: -1.4956 -3.2127 0.2819  0.07
H: -4.0892 -3.4443 1.8936  0.06
H: -2.9862 -4.7246 1.3954  0.08
H: -3.9552 -3.8852 0.1908  0.06
H: -2.1892 -2.2766 3.0850  0.06
H: -0.7929 -1.7140 2.1421  0.04
H: -0.9552 -3.4209 2.5508  0.08
H: -4.9273 -1.6301 0.4609  0.10
H: -4.7143 1.3670 0.6769  0.06
H: -6.0724 0.3847 0.1395  0.09
H: -4.6990 0.6690 -0.9285  0.03
H: -3.4731 0.1728 2.4620  0.08
H: -4.0740 -1.4627 2.7567  0.05
H: -5.2096 -0.1314 2.5679  0.08
O: -7.0593 5.8120 -0.4603  0.10
C: -6.1957 5.1686 0.3731  -0.49
O: -6.3743 5.2587 1.5637  0.10
C: -5.1075 4.3959 -0.2418  -0.15
C: -5.0647 4.0570 -1.6013  -0.03
C: -4.0689 3.2507 -2.0945  -0.12
C: -3.0694 2.7365 -1.2535  -0.67
S: -1.9394 1.6202 -1.9159  0.79
C: -3.0857 3.1097 0.0968  -0.11
C: -4.0867 3.9098 0.5875  -0.02
H: -6.8208 5.6908 -1.3878  0.08
H: -5.8319 4.3975 -2.2875  0.11
H: -4.0568 2.9682 -3.1375  0.10
H: -2.3173 2.7205 0.7466  0.08
H: -4.1183 4.1678 1.6351  0.12
F: -0.3529 2.4035 2.4595  0.05
C: 0.3574 2.8203 1.3802  -0.24
C: 0.3093 2.0646 0.2189  -0.08
C: 1.0602 2.5575 -0.8461  -0.27
F: 1.0687 1.8829 -2.0126  0.03
C: 1.8035 3.7269 -0.7737  -0.14
F: 2.5000 4.1890 -1.8327  0.10
C: 1.8165 4.4504 0.4122  -0.14
F: 2.5253 5.5957 0.4983  0.10
C: 1.0817 4.0002 1.4983  -0.14
F: 1.0643 4.7246 2.6389  0.09

Cartesian forces (eV/Å) of the 6 atoms listed first:
2.5 0.4 -1.1
-0.4 0.3 -0.3
0.7 -0.4 0.0
-0.4 0.3 0.4
0.2 -0.2 -0.2
-0.2 0.7 0.1

Summary:
Charge: -1
Total energy, eV: -104840.824
LUMO energy (spin up / spin down), eV: 0.541 / 0.512
2S+1: 1
HOMO energy (spin up / spin down), eV: -4.78 / -4.78
Orbital gap (spin up / spin down), eV: 5.32 / 5.29

***

Entry from the OMol25 dataset: a structure of composition C53H55NO2P2TeZn (ωB97M-V with the def2-TZVPD basis set).

Last column: Löwdin charge in e.
Atoms and positions in Å:
Zn: -0.0516 -0.5005 -0.1249  0.52
C: -2.3378 -2.4244 -2.9295  -0.11
C: -2.4356 -3.0845 -1.5558  -0.53
C: -3.7010 -3.9317 -1.4305  -0.10
P: -2.0826 -1.8324 -0.2447  1.08
C: -2.5461 -2.6485 1.3584  -0.52
C: -1.6276 -2.2032 2.4939  -0.11
C: -4.0100 -2.4544 1.7458  -0.11
C: -3.1410 -0.3924 -0.4825  -0.30
C: -4.4894 -0.4926 -0.8374  -0.07
C: -5.2988 0.6070 -1.0467  -0.29
C: -6.7432 0.4670 -1.4449  -0.06
C: -4.7036 1.8598 -0.8828  -0.04
C: -3.3783 2.0031 -0.5363  -0.01
C: -2.5384 0.8853 -0.3211  -0.30
N: -1.2075 1.0410 0.0112  -0.07
C: -0.8150 2.3669 0.3541  -0.30
C: -0.3044 3.2389 -0.6110  -0.25
C: -0.0933 2.7624 -2.0170  -0.04
C: -0.0655 4.5686 -0.2726  -0.02
C: -0.3174 5.0542 1.0011  -0.27
C: -0.1165 6.5061 1.3401  -0.05
C: -0.7888 4.1617 1.9580  -0.01
C: -1.0427 2.8310 1.6560  -0.21
C: -1.5942 1.9019 2.6978  -0.03
H: -2.3157 -3.1874 -3.7108  0.08
H: -1.4277 -1.8273 -3.0226  0.05
H: -3.1915 -1.7684 -3.1080  0.08
H: -1.5804 -3.7590 -1.4542  0.08
H: -4.6000 -3.3614 -1.6632  0.07
H: -3.8187 -4.3699 -0.4400  0.06
H: -3.6493 -4.7539 -2.1484  0.08
H: -2.3675 -3.7133 1.1675  0.11
H: -1.7963 -1.1491 2.7292  0.06
H: -0.5736 -2.3314 2.2527  0.05
H: -1.8528 -2.7761 3.3962  0.08
H: -4.2292 -1.3966 1.8976  0.08
H: -4.2145 -2.9808 2.6809  0.08
H: -4.7005 -2.8286 0.9898  0.06
H: -4.9293 -1.4769 -0.9381  0.09
H: -7.1048 -0.5452 -1.2599  0.07
H: -6.8902 0.6804 -2.5065  0.08
H: -7.3785 1.1546 -0.8843  0.08
H: -5.2992 2.7541 -1.0366  0.11
H: -2.9665 2.9977 -0.4289  0.11
H: -1.0191 2.3635 -2.4406  0.09
H: 0.6450 1.9607 -2.0563  0.03
H: 0.2625 3.5714 -2.6560  0.08
H: 0.3216 5.2403 -1.0319  0.12
H: 0.4582 7.0151 0.5668  0.07
H: 0.4157 6.6208 2.2857  0.07
H: -1.0761 7.0188 1.4405  0.08
H: -0.9775 4.5144 2.9677  0.12
H: -1.5021 2.3354 3.6932  0.08
H: -1.0647 0.9488 2.6809  0.06
H: -2.6510 1.6868 2.5137  0.09
O: 2.7605 -1.4108 2.2551  0.05
C: 2.4311 -1.6188 1.1024  -0.66
O: 1.2168 -1.7628 0.6711  -0.22
C: 3.4932 -1.7925 0.0334  -0.16
C: 4.7599 -2.1822 0.4616  -0.02
C: 5.7773 -2.4151 -0.4435  -0.06
C: 5.5343 -2.2608 -1.8017  -0.07
C: 4.2852 -1.8539 -2.2350  -0.09
C: 3.2535 -1.5959 -1.3285  -0.29
P: 1.6319 -1.0800 -2.0174  1.09
C: 1.1847 -2.6493 -2.8540  -0.35
C: 0.9370 -3.7379 -2.0145  -0.11
C: 0.5959 -4.9703 -2.5478  -0.08
C: 0.4896 -5.1315 -3.9236  -0.08
C: 0.7425 -4.0567 -4.7609  -0.08
C: 1.0924 -2.8210 -4.2308  -0.09
C: 1.9995 0.0873 -3.3669  -0.38
C: 0.9482 0.3878 -4.2366  -0.13
C: 1.0791 1.3759 -5.1975  -0.08
C: 2.2579 2.1044 -5.2854  -0.08
C: 3.2960 1.8379 -4.4061  -0.07
C: 3.1691 0.8371 -3.4519  -0.10
H: 4.9159 -2.2937 1.5258  0.12
H: 6.7548 -2.7212 -0.0942  0.11
H: 6.3156 -2.4582 -2.5247  0.11
H: 4.1057 -1.7429 -3.2977  0.11
H: 1.0162 -3.6091 -0.9401  0.10
H: 0.4120 -5.8077 -1.8861  0.11
H: 0.2209 -6.0941 -4.3394  0.10
H: 0.6757 -4.1769 -5.8348  0.10
H: 1.3039 -1.9995 -4.9016  0.10
H: 0.0044 -0.1404 -4.1456  0.10
H: 0.2535 1.5907 -5.8637  0.11
H: 2.3606 2.8845 -6.0286  0.10
H: 4.2124 2.4127 -4.4575  0.11
H: 3.9800 0.6527 -2.7603  0.08
Te: 2.7418 1.7143 0.4031  1.46
C: 4.7586 1.2174 0.7752  -0.51
C: 5.6942 1.2918 -0.2517  -0.14
C: 7.0180 0.9507 -0.0153  -0.09
C: 7.4080 0.5244 1.2470  -0.09
C: 6.4743 0.4424 2.2701  -0.08
C: 5.1492 0.7884 2.0381  -0.14
C: 3.0830 3.7925 0.3491  -0.52
C: 3.4134 4.4059 -0.8544  -0.14
C: 3.6786 5.7685 -0.8915  -0.09
C: 3.6212 6.5176 0.2751  -0.09
C: 3.2893 5.9059 1.4758  -0.09
C: 3.0122 4.5466 1.5141  -0.13
H: 5.3899 1.6189 -1.2391  0.08
H: 7.7421 1.0108 -0.8183  0.10
H: 8.4402 0.2547 1.4327  0.10
H: 6.7749 0.1038 3.2537  0.11
H: 4.4142 0.6933 2.8256  0.10
H: 3.4535 3.8190 -1.7647  0.09
H: 3.9333 6.2431 -1.8310  0.10
H: 3.8334 7.5790 0.2484  0.10
H: 3.2420 6.4898 2.3866  0.11
H: 2.7424 4.0718 2.4487  0.10

Cartesian forces (eV/Å) of the 6 atoms listed first:
0.2 -0.5 -0.3
0.0 0.0 0.0
0.0 0.0 0.0
0.0 0.0 0.0
-0.1 0.1 0.1
-0.1 -0.1 -0.1

Summary:
Total energy, eV: -135730.765
LUMO energy, eV: 0.561
2S+1: 1
HOMO energy, eV: -7.04
Orbital gap, eV: 7.61

***

Entry from the OMol25 dataset: a structure of composition C53H55NPSb2Ti in a non-equilibrium geometry (ωB97M-V with the def2-TZVPD basis set).

Last column: Löwdin charge in e.
Atoms and positions in Å:
Ti: 0.0886 0.1622 0.2359  0.61
C: 4.1426 2.5269 -0.6102  -0.04
C: 4.4169 1.6224 0.5509  -0.30
C: 5.3656 1.9929 1.4969  -0.05
C: 5.7096 1.1546 2.5430  -0.05
C: 5.0916 -0.0778 2.6703  -0.05
C: 4.1382 -0.4620 1.7466  -0.08
C: 3.7956 0.3729 0.6796  -0.31
P: 2.5095 -0.1798 -0.5113  1.10
C: 3.1213 -0.1070 -2.2295  -0.31
C: 2.0732 0.0078 -3.1482  -0.11
C: 2.3098 0.0854 -4.5040  -0.07
C: 3.6215 0.0713 -4.9534  -0.05
C: 4.6584 -0.0756 -4.0528  -0.02
C: 4.4423 -0.1917 -2.6805  -0.27
C: 5.6212 -0.4390 -1.7912  -0.03
C: 2.4118 -1.9684 -0.1923  -0.34
C: 3.1131 -2.9098 -0.9350  -0.06
C: 2.9878 -4.2555 -0.6389  -0.06
C: 2.1671 -4.6566 0.4030  -0.06
C: 1.4527 -3.7210 1.1319  -0.03
C: 1.5372 -2.3603 0.8398  -0.35
C: 0.7631 -1.3341 1.5885  -0.25
H: 4.3803 3.5576 -0.3526  0.08
H: 3.0999 2.4546 -0.9388  0.06
H: 4.7828 2.2496 -1.4477  0.09
H: 5.8556 2.9512 1.4028  0.12
H: 6.4596 1.4595 3.2543  0.12
H: 5.3575 -0.7460 3.4746  0.12
H: 3.6927 -1.4437 1.8263  0.10
H: 1.0478 0.0136 -2.7707  0.06
H: 1.4931 0.1632 -5.2045  0.11
H: 3.8315 0.1528 -6.0082  0.12
H: 5.6725 -0.1156 -4.4203  0.13
H: 6.2692 0.4363 -1.7541  0.10
H: 6.2207 -1.2546 -2.1915  0.10
H: 5.3262 -0.6968 -0.7781  0.06
H: 3.7554 -2.5990 -1.7477  0.11
H: 3.5136 -4.9881 -1.2302  0.12
H: 2.0839 -5.7039 0.6462  0.12
H: 0.8073 -4.0438 1.9374  0.12
H: 1.4556 -0.7470 2.2267  0.07
H: 0.0783 -1.8599 2.2699  0.05
C: -2.7532 -1.8486 2.6102  -0.31
C: -2.7187 -0.6210 3.5280  -0.35
C: -1.8693 0.5570 3.0730  -0.40
Sb: -2.4340 1.8768 1.3206  1.51
C: -1.2527 1.5719 -0.8514  -0.47
C: -1.5860 0.7957 -1.9730  -0.18
C: -1.1802 1.1557 -3.2533  -0.06
C: -0.4048 2.2866 -3.4482  -0.05
C: -0.0775 3.0830 -2.3620  -0.04
C: -0.5162 2.7416 -1.0922  -0.17
C: -4.5022 1.4393 0.7721  -0.43
C: -5.0337 2.2904 -0.1924  -0.16
C: -6.3879 2.2631 -0.4751  -0.06
C: -7.2215 1.3887 0.2044  -0.06
C: -6.6956 0.5297 1.1525  -0.06
C: -5.3404 0.5553 1.4382  -0.14
Sb: -2.4097 -1.3457 0.5238  1.53
C: -4.3694 -1.7195 -0.3609  -0.33
C: -4.8695 -0.9126 -1.3733  -0.14
C: -6.1308 -1.1542 -1.8917  -0.07
C: -6.8826 -2.2178 -1.4244  -0.06
C: -6.3764 -3.0323 -0.4256  -0.06
C: -5.1251 -2.7813 0.1113  -0.12
C: -1.4616 -3.0913 -0.2406  -0.38
C: -0.5616 -2.8520 -1.2685  -0.16
C: 0.0550 -3.9017 -1.9191  -0.07
C: -0.2348 -5.2010 -1.5323  -0.07
C: -1.1192 -5.4424 -0.4937  -0.06
C: -1.7359 -4.3867 0.1547  -0.11
H: -3.7143 -2.3591 2.6981  0.06
H: -1.9708 -2.5608 2.8879  0.06
H: -2.3149 -0.9401 4.4960  0.12
H: -3.7302 -0.2629 3.7326  0.09
H: -0.8302 0.2536 2.8853  0.01
H: -1.8625 1.2902 3.8833  0.05
H: -2.2378 -0.0749 -1.8958  0.05
H: -1.4867 0.5552 -4.0974  0.13
H: -0.0875 2.5603 -4.4418  0.12
H: 0.4796 3.9946 -2.5130  0.12
H: -0.3562 3.4438 -0.2757  0.07
H: -4.3827 2.9794 -0.7204  0.10
H: -6.7988 2.9474 -1.2005  0.11
H: -8.2809 1.3831 0.0044  0.12
H: -7.3370 -0.1530 1.6908  0.12
H: -4.9629 -0.1194 2.1911  0.08
H: -4.3062 -0.0684 -1.7522  0.08
H: -6.5214 -0.5062 -2.6618  0.12
H: -7.8608 -2.4074 -1.8371  0.11
H: -6.9571 -3.8654 -0.0626  0.11
H: -4.7439 -3.4148 0.9017  0.09
H: -0.3446 -1.8145 -1.5749  0.07
H: 0.7496 -3.7118 -2.7236  0.12
H: 0.2329 -6.0262 -2.0456  0.12
H: -1.3405 -6.4533 -0.1864  0.12
H: -2.4310 -4.5786 0.9622  0.10
C: 1.9592 4.9514 1.1250  0.00
C: 1.5413 4.0366 2.2907  -0.56
C: 2.7157 3.8196 3.2623  0.00
C: 0.3395 4.6756 3.0095  -0.02
C: 1.1462 2.7510 1.7876  -0.07
N: 0.8058 1.7086 1.4099  0.12
H: 2.4356 5.8359 1.5393  0.11
H: 1.0935 5.2742 0.5499  0.09
H: 2.6656 4.4633 0.4616  0.06
H: 3.0003 4.7794 3.6877  0.11
H: 3.5778 3.3959 2.7498  0.07
H: 2.4321 3.1550 4.0758  0.10
H: 0.6504 5.6409 3.4013  0.11
H: -0.0087 4.0627 3.8380  0.10
H: -0.4895 4.8363 2.3192  0.08

Cartesian forces (eV/Å) of the 6 atoms listed first:
-0.1 -0.4 -0.4
0.0 0.0 0.0
-0.1 -0.1 0.1
0.0 -0.1 0.0
0.0 0.0 0.0
0.0 0.0 0.0

Summary:
Relative energy (zero: lowest compared OMol25 entry of this formula, charge and spin), eV: 1.211
<S²>: 0.759
Charge: +2
Total energy, eV: -102807.588
LUMO energy (spin up / spin down), eV: -5.766 / -5.778
2S+1: 2
HOMO energy (spin up / spin down), eV: -12.91 / -12.90
Orbital gap (spin up / spin down), eV: 7.15 / 7.12